[1]
This record from the OMol25 dataset describes a molecular structure, C16H10BrMnN2O5Se3Te2 at a distorted geometry. The level of theory is ωB97M-V/def2-TZVPD.

Geometry as XYZ:
```
40
Properties=species:S:1:pos:R:3:nbo_charge:R:1
Mn 0.1452 1.4703 0.4653 0.996
Br -5.6142 -2.5005 2.6479 0.004
C -4.2798 -1.2066 2.2443 -0.141
C -4.1040 -0.1195 3.0826 -0.226
C -3.1262 0.8077 2.7809 -0.253
C -2.3133 0.6739 1.6443 0.345
O -1.4208 1.6248 1.4111 -0.706
C -2.5086 -0.4422 0.8078 -0.129
C -1.6579 -0.6538 -0.4178 0.237
N -0.3020 -0.3402 -0.1786 -0.668
C 0.6995 -1.0549 -0.7526 0.213
C 0.6794 -2.3770 -1.1835 -0.287
C 1.8167 -2.9610 -1.7531 -0.161
C 2.9954 -2.2800 -1.9124 -0.271
C 3.0699 -0.9353 -1.4951 -0.086
C 4.2156 -0.1217 -1.6462 -0.111
C 4.1772 1.1882 -1.2578 -0.265
C 2.9992 1.7020 -0.6927 0.081
N 1.9296 0.9634 -0.5190 -0.460
C 1.9330 -0.3370 -0.9146 0.220
C -3.4926 -1.3679 1.1198 -0.149
H -4.7213 -0.0002 3.9626 0.217
H -2.9654 1.6704 3.4143 0.219
H -1.7851 -1.6843 -0.7584 0.179
H -0.2164 -2.9753 -1.0963 0.209
H 1.7493 -3.9928 -2.0770 0.205
H 3.8645 -2.7463 -2.3585 0.203
H 5.1114 -0.5483 -2.0817 0.208
H 5.0327 1.8388 -1.3726 0.218
H 2.9239 2.7337 -0.3718 0.227
H -3.6441 -2.2210 0.4698 0.210
Se 0.7291 3.8940 0.9126 -0.414
Te 2.3869 3.8731 2.7516 0.065
Te 1.2130 1.9559 4.2267 0.307
Se 1.1254 0.2700 2.4686 -0.166
O -2.3455 2.0588 -3.2787 -1.007
Se -1.2767 1.2781 -2.4026 2.787
O -0.1294 0.4556 -3.1524 -1.037
O -0.6393 2.2670 -1.2391 -1.028
O -2.2542 0.1405 -1.4977 -0.783
```

The multiplicity is 4. Its total charge is -1. As for the LUMO energy (alpha / beta): 1.61 / -0.33 eV. The calculation puts the energy at -341962.137 eV. As for the HOMO-LUMO gap (alpha / beta): 6.546 / 4.629 eV.


[2]
This record from the OMol25 dataset describes a molecular structure, C16H10Cl2I2N3OPt. The level of theory is ωB97M-V/def2-TZVPD.

Geometry as XYZ:
```
35
Properties=species:S:1:pos:R:3:nbo_charge:R:1
Pt 0.6052 0.7703 -0.4837 0.587
I -0.7999 -1.8073 4.0920 0.314
C -1.8534 -0.5136 2.8850 -0.199
C -3.1816 -0.2205 3.1476 -0.273
C -3.8925 0.6461 2.3345 -0.079
I -5.8566 1.0471 2.8494 0.293
C -3.2907 1.2519 1.1741 -0.132
C -3.9608 2.1137 0.2904 -0.095
C -3.2937 2.6316 -0.7900 -0.226
C -1.9619 2.2803 -0.9995 0.096
N -1.3116 1.4643 -0.1828 -0.445
C -1.9522 0.9590 0.8961 0.101
C -1.1658 0.0808 1.7687 0.458
O 0.0403 -0.1208 1.5407 -0.557
H -3.6634 -0.6715 4.0036 0.257
H -4.9983 2.3620 0.4687 0.247
H -3.7829 3.3013 -1.4821 0.251
H -1.4070 2.6621 -1.8447 0.231
N 6.3757 0.6956 2.1029 -0.230
C 5.6298 0.3473 1.3032 0.243
C 4.6989 -0.0891 0.2969 -0.178
C 5.0539 -1.0551 -0.6395 -0.089
C 4.1193 -1.4265 -1.5870 -0.234
C 2.8700 -0.8384 -1.5679 0.076
N 2.5259 0.0860 -0.6584 -0.478
C 3.4271 0.4578 0.2578 0.101
H 6.0410 -1.4960 -0.6157 0.251
H 4.3470 -2.1705 -2.3364 0.249
H 2.1130 -1.1075 -2.2909 0.232
H 3.1242 1.2075 0.9740 0.238
Cl 0.4960 -3.4313 -3.2887 -0.013
C -1.0500 -2.6171 -3.0565 -0.385
Cl -0.9071 -1.2526 -1.9073 -0.070
H -1.7575 -3.3260 -2.6467 0.231
H -1.3802 -2.2207 -4.0077 0.230
```

The multiplicity is 3. Its total charge is +1. As for the LUMO energy (alpha / beta): -3.89 / -5.79 eV. The calculation puts the energy at -67757.497 eV. As for the HOMO-LUMO gap (alpha / beta): 7.440 / 5.918 eV.


[3]
This record from the OMol25 dataset describes a molecular structure, C16H10Cl3N2OTe4Ti at a distorted geometry. The level of theory is ωB97M-V/def2-TZVPD.

Geometry as XYZ:
```
37
Properties=species:S:1:pos:R:3:nbo_charge:R:1
Ti 0.3132 0.0024 0.6321 1.146
Cl -0.4000 6.7996 1.7328 -0.009
C -0.5265 5.0661 1.5444 -0.053
C 0.6114 4.1737 1.4280 -0.220
C 0.4056 2.7806 1.3114 -0.121
Cl 1.8654 1.7681 1.5921 0.120
C -0.8483 2.2297 1.3135 0.237
O -1.1304 0.9195 1.3487 -0.772
C -1.9782 3.1197 1.4256 -0.067
Cl -3.5633 2.4490 1.5137 0.037
C -1.8067 4.5247 1.4707 -0.242
H 1.6150 4.5737 1.5320 0.241
H -2.6861 5.1507 1.4372 0.233
Te 2.1552 -2.0257 1.8071 -0.158
Te 3.7944 -0.6277 3.6696 -0.245
Te 4.9708 0.8804 1.6535 -0.240
Te 3.4828 -0.5852 -0.2957 -0.201
C -1.5257 -3.8246 1.4489 -0.304
C -1.2251 -4.5424 0.2781 -0.214
C -0.8026 -3.8891 -0.8885 -0.211
C -0.6258 -2.4723 -0.7973 0.105
N -0.8052 -1.8474 0.4503 -0.563
C -1.3148 -2.4825 1.4917 0.062
C -0.2097 -1.5836 -1.8260 0.058
C -0.0670 -1.8807 -3.1750 -0.188
C 0.7239 -1.0712 -3.9740 -0.232
C 1.1108 0.1975 -3.4746 -0.296
C 0.7149 0.5323 -2.2010 0.053
N 0.1879 -0.3624 -1.3653 -0.616
H -2.0086 -4.3133 2.3069 0.208
H -1.3845 -5.6181 0.3209 0.205
H -0.6573 -4.4139 -1.8397 0.213
H -1.6536 -1.8835 2.3713 0.205
H -0.4820 -2.8520 -3.5130 0.208
H 1.0064 -1.3681 -4.9365 0.205
H 1.8242 0.9264 -3.9007 0.219
H 0.9196 1.5491 -1.8934 0.196
```

The multiplicity is 3. Its total charge is -1. As for the LUMO energy (alpha / beta): 1.79 / 1.32 eV. The calculation puts the energy at -111639.055 eV. As for the HOMO-LUMO gap (alpha / beta): 4.474 / 3.232 eV.


[4]
This record from the OMol25 dataset describes a molecular structure, C16H10ClF5Hf at a distorted geometry. The level of theory is ωB97M-V/def2-TZVPD.

Geometry as XYZ:
```
33
Properties=species:S:1:pos:R:3:nbo_charge:R:1
C 0.7118 0.7495 1.2177 -0.256
C 0.4679 2.0032 0.5406 -0.523
C 1.4401 2.1001 -0.5374 -0.402
H -0.1208 2.8250 0.9516 0.264
C 2.2972 0.9555 -0.4550 -0.207
C 1.8780 0.1691 0.6482 -0.239
H 2.4392 -0.6615 1.0760 0.235
H 0.1892 0.4042 2.1113 0.248
H 1.6700 3.0063 -1.1030 0.241
H 3.1845 0.7783 -1.0680 0.235
Hf -0.6948 0.8783 -1.1723 1.786
Cl -2.3204 -0.0350 0.2014 -0.389
C -2.5156 1.4940 -2.5330 -0.351
C -1.3310 1.5356 -3.3337 -0.341
C -0.4473 2.5303 -2.7871 -0.384
H -1.2212 1.0696 -4.3074 0.281
C -1.1167 3.1329 -1.6616 -0.338
C -2.3816 2.4829 -1.4933 -0.338
H -3.1706 2.7873 -0.8081 0.270
H -3.4087 0.9134 -2.7650 0.272
H 0.4751 2.8671 -3.2551 0.270
H -0.7876 4.0181 -1.1212 0.261
F 0.1306 -2.0534 0.0449 -0.316
C 0.4394 -2.1679 -1.2783 0.390
C 0.2602 -1.0841 -2.1359 -0.608
C 0.6531 -1.3194 -3.4518 0.390
F 0.6828 -0.2894 -4.3461 -0.335
C 1.0917 -2.5690 -3.9091 0.237
F 1.3613 -2.7587 -5.2179 -0.299
C 1.2542 -3.6222 -3.0117 0.285
F 1.7009 -4.8212 -3.4313 -0.288
C 0.9641 -3.4057 -1.6688 0.244
F 1.2007 -4.3719 -0.7589 -0.295
```

The multiplicity is 1. As for the LUMO energy: -0.24 eV. The calculation puts the energy at -44170.860 eV. As for the HOMO-LUMO gap: 8.532 eV.


[5]
This record from the OMol25 dataset describes a molecular structure, C16H11AgBrCl2N2O2S. The level of theory is ωB97M-V/def2-TZVPD.

Geometry as XYZ:
```
36
Properties=species:S:1:pos:R:3:nbo_charge:R:1
Ag 0.6062 -0.4529 -0.2833 0.789
S -1.4602 2.5533 2.6337 0.324
C 0.0616 3.2285 2.2501 -0.441
C 0.7491 2.4366 1.3767 -0.291
C 0.0843 1.2280 0.9857 -0.426
C -1.1327 1.1764 1.6175 -0.338
C -2.1315 0.1000 1.5085 0.212
C -3.3566 0.1465 2.1887 -0.261
C -4.2455 -0.8999 2.0549 -0.174
C -3.9110 -1.9812 1.2496 -0.301
C -2.6825 -1.9444 0.6110 0.060
N -1.8235 -0.9410 0.7288 -0.441
H 0.3738 4.1670 2.6827 0.215
H 1.7362 2.7125 1.0250 0.200
H -3.6050 0.9924 2.8158 0.212
H -5.1927 -0.8748 2.5812 0.201
H -4.5738 -2.8265 1.1246 0.206
H -2.3584 -2.7638 -0.0221 0.195
Br -1.9484 0.6663 -2.9936 0.060
C -0.0970 1.0423 -3.1397 0.169
C 0.3056 2.2646 -3.6664 -0.282
C 1.6625 2.5201 -3.6911 -0.158
C 2.5572 1.5743 -3.2048 -0.266
C 2.0465 0.3877 -2.7100 0.053
N 0.7310 0.1319 -2.6925 -0.481
H -0.4222 2.9778 -4.0227 0.228
H 2.0241 3.4639 -4.0810 0.212
H 3.6236 1.7463 -3.1865 0.221
H 2.6781 -0.3866 -2.2883 0.239
Cl 2.7082 -5.2455 1.5378 -0.058
C 3.2229 -3.5374 1.4655 -0.282
Cl 3.3938 -2.8897 3.1232 -0.049
C 2.2587 -2.6393 0.6513 0.723
O 2.8560 -1.7626 -0.0120 -0.771
O 1.0454 -2.8401 0.7469 -0.719
H 4.2161 -3.5308 1.0347 0.219
```

The multiplicity is 1. Its total charge is -1. As for the LUMO energy: 2.62 eV. The calculation puts the energy at -133769.066 eV. As for the HOMO-LUMO gap: 6.919 eV.


[6]
This record from the OMol25 dataset describes a molecular structure, C16H11BF10N2O5RuS. The level of theory is ωB97M-V/def2-TZVPD.

Geometry as XYZ:
```
47
Properties=species:S:1:pos:R:3:nbo_charge:R:1
Ru 0.4856 -0.3656 0.4593 1.078
S 0.1218 -2.5282 1.0495 0.034
C 0.4329 -1.8807 2.6339 0.075
C 0.4932 -2.4652 3.8933 -0.272
C 0.8167 -1.6551 4.9633 -0.152
C 1.0721 -0.3038 4.7695 -0.291
C 0.9940 0.2177 3.4922 0.084
N 0.6679 -0.5677 2.4660 -0.388
H 0.3029 -3.5229 4.0079 0.223
H 0.8783 -2.0778 5.9586 0.210
H 1.3320 0.3420 5.5958 0.219
H 1.1701 1.2574 3.2562 0.255
O -1.5151 0.0437 0.4413 -0.647
C -1.6615 -0.0666 -0.8304 0.774
O -0.7428 -0.5301 -1.5354 -0.647
C -2.9447 0.3942 -1.4305 -0.155
C -3.7145 1.3379 -0.7612 -0.112
C -4.8986 1.7927 -1.3239 -0.221
C -5.3255 1.2999 -2.5456 -0.205
C -4.5373 0.3597 -3.1898 0.063
C -3.3440 -0.0978 -2.6637 -0.157
N -4.9908 -0.1669 -4.4877 0.523
O -6.0378 0.2606 -4.9405 -0.398
O -4.3262 -1.0359 -5.0146 -0.377
H -3.3516 1.7239 0.1807 0.259
H -5.4890 2.5397 -0.8108 0.218
H -6.2440 1.6308 -3.0061 0.242
H -2.7339 -0.8135 -3.1945 0.264
F 0.9798 3.9352 0.3427 -0.554
B 0.1027 2.8937 0.5777 1.364
F 0.1685 2.4492 1.9024 -0.575
F -1.2038 3.2199 0.2235 -0.565
F 0.5196 1.7560 -0.2556 -0.555
C 4.7770 -0.2241 0.1946 -0.628
C 3.4274 -0.6055 -0.4220 0.100
O 2.4601 -0.4759 0.5406 -0.735
C 3.1760 0.3051 -1.6444 0.954
F 3.2686 1.5931 -1.2954 -0.314
F 4.0929 0.0968 -2.6190 -0.340
F 1.9747 0.1146 -2.1909 -0.307
C 3.4969 -2.0860 -0.8686 0.957
F 4.5712 -2.3500 -1.6485 -0.338
F 2.4129 -2.4727 -1.5522 -0.317
F 3.6031 -2.8821 0.2042 -0.323
H 4.6941 0.7892 0.5793 0.235
H 5.5926 -0.2798 -0.5259 0.217
H 4.9753 -0.8991 1.0248 0.225
```

The multiplicity is 2. Its total charge is -1. As for the LUMO energy (alpha / beta): 1.67 / 1.67 eV. The calculation puts the energy at -71265.920 eV. As for the HOMO-LUMO gap (alpha / beta): 7.346 / 7.623 eV.